Entry from OMol25: a single C2H3N5O molecule in a non-equilibrium geometry (ωB97M-V/def2-TZVPD).

Last column: natural (NBO) charge in e.
Element x y z (Å)
C: 0.762411 -1.085555 0.495916  0.293
C: -0.770139 0.562598 -0.287924  0.420
H: 2.357296 -2.290531 1.316741  0.402
H: 1.050621 -0.999296 -0.496427  0.167
H: -0.800873 -0.255225 1.676531  0.435
N: 1.383660 -1.805145 1.359470  -0.725
N: -0.419741 -0.347944 0.649917  -0.604
N: -0.039564 0.641445 -1.394270  -0.286
N: -0.481121 1.732076 -1.970350  0.171
N: -1.664250 1.510966 -0.124431  -0.167
O: -1.378300 2.336611 -1.225174  -0.106

Atoms 1-3, force components in eV/Å:
1.671 -1.882 1.298
-0.615 0.423 1.962
-2.726 1.517 -1.176

Kohn-Sham gap: 0.3545 Eh
HOMO: -9.809 eV
Energy: -426.9031 hartree
E_LUMO: -0.16 eV

---

Entry from OMol25: a molecular structure, C15H36IrN2OPSSe2SiTe2 (ωB97M-V/def2-TZVPD).

Last column: natural (NBO) charge in e.
Element x y z (Å)
Ir: -0.541306 -0.754668 0.264303  0.552
Se: 0.130655 -3.055435 0.401895  -0.346
Te: -2.429761 -2.714972 0.474521  -0.218
Te: -4.370523 -0.147755 0.825693  0.369
Se: -5.833443 -0.525285 2.632366  -0.393
S: -0.816628 0.219558 2.517440  -0.188
C: -1.387243 -1.127632 3.413819  0.373
N: -2.528913 -1.144005 4.099267  -0.581
C: -2.851591 -2.497185 4.561774  -0.230
C: -1.570262 -3.286414 4.214056  -0.230
N: -0.734938 -2.273864 3.568085  -0.591
H: -3.256413 -0.477732 3.881017  0.437
H: -3.724519 -2.868366 4.026048  0.225
H: -3.056938 -2.499858 5.630395  0.206
H: -1.768688 -4.103770 3.521311  0.224
H: -1.076308 -3.676727 5.102416  0.204
H: -0.025411 -2.519783 2.888043  0.444
C: -3.859334 1.074953 -2.634111  -1.148
Si: -2.080567 0.485315 -2.537066  1.922
C: -1.976563 -1.172231 -3.405991  -1.162
C: -1.059679 1.722124 -3.522549  -1.149
O: -1.590896 0.444927 -0.981484  -1.246
H: -4.115907 1.291849 -3.675553  0.235
H: -4.021282 1.986526 -2.053341  0.235
H: -4.561528 0.316096 -2.280486  0.232
H: -2.647718 -1.173386 -4.270283  0.237
H: -2.284125 -1.983446 -2.743132  0.251
H: -0.973089 -1.392730 -3.776883  0.229
H: -1.464590 1.815528 -4.534576  0.238
H: -0.012915 1.418702 -3.622062  0.216
H: -1.084411 2.715159 -3.065225  0.230
C: 2.695652 1.142067 2.190310  -0.616
C: 2.819545 0.341493 0.895969  -0.544
C: 3.125450 -1.121237 1.212021  -0.609
P: 1.377129 0.455341 -0.257053  1.137
C: 2.094359 0.049371 -1.935372  -0.535
C: 3.603996 0.249257 -2.096348  -0.612
C: 1.717085 -1.344735 -2.430308  -0.608
C: 0.959975 2.238113 -0.464612  -0.554
C: 0.047248 2.778453 0.636719  -0.616
C: 2.166892 3.141233 -0.720614  -0.613
H: 3.598675 0.985695 2.785507  0.213
H: 1.841464 0.817182 2.784634  0.231
H: 2.603446 2.212298 2.012219  0.208
H: 3.659225 0.751213 0.331644  0.225
H: 2.334687 -1.557898 1.822960  0.220
H: 4.064003 -1.189526 1.766458  0.215
H: 3.221373 -1.734929 0.313779  0.210
H: 1.589243 0.777195 -2.580858  0.230
H: 4.163996 -0.503793 -1.539462  0.208
H: 3.954558 1.230926 -1.782910  0.209
H: 3.862300 0.128711 -3.150609  0.220
H: 2.193033 -2.122757 -1.830856  0.210
H: 2.053924 -1.467271 -3.463011  0.212
H: 0.645079 -1.522342 -2.390882  0.228
H: 0.351787 2.206506 -1.376218  0.254
H: 0.509291 2.755739 1.622663  0.208
H: -0.887046 2.218832 0.672546  0.240
H: -0.196970 3.819533 0.412646  0.214
H: 2.894990 3.100566 0.092737  0.203
H: 1.830324 4.176698 -0.804203  0.219
H: 2.680123 2.892589 -1.649212  0.210

Atoms 1-3, force components in eV/Å:
0.298 -0.113 -0.326
-0.188 0.074 0.074
0.353 -0.214 -0.065

Kohn-Sham gap (alpha / beta): 0.2649 / 0.1942 Eh
<S²>: 6.04
HOMO (alpha / beta): -7.195 / -7.184 eV
Multiplicity: 5
Energy: -7250.2943 hartree
E_LUMO (alpha / beta): 0.01 / -1.90 eV

---

Short version: relative energy (zero: lowest compared OMol25 entry of this formula, charge and spin) = 4.205, 0.000 eV, in the order given.